1.
79
Properties=species:S:1:pos:R:3:mulliken_charge:R:1 method="wB97M-V/def2-TZVPD" orbital_gap_ev=8.07 e_tot_ev=-46276.721 relative_energy_kcal_mol=0.0 smiles="CCN(CC)CCCCNc1ncc2cc(-c3cc(OC)cc(OC)c3)c(NC(=O)NC(C)(C)C)nc2n1" homo_energy_ev=-7.99 max_force_ev_per_a=0.8 spin_multiplicity=1
C -6.8722 3.1356 0.2578 -1.0633
C -6.4367 2.1625 1.3617 -0.7589
N -5.0763 1.6732 1.2789 0.6306
C -4.8669 0.6726 0.2442 -0.8334
C -5.0822 -0.7382 0.7889 -0.9944
C -4.0569 2.7036 1.3394 -1.4965
C -2.8065 2.1766 2.0476 0.6248
C -3.1022 1.8427 3.5084 -0.4539
C -2.0693 0.8778 4.0986 -0.9273
N -2.2698 -0.4702 3.6303 -0.0957
C -1.6112 -1.0199 2.5987 0.3487
N -2.0881 -2.2299 2.2007 -0.6523
C -1.4622 -2.8223 1.2234 -0.8380
C -0.3436 -2.2585 0.5847 0.9780
C 0.3995 -2.8341 -0.4605 -0.9154
C 1.4740 -2.1690 -0.9912 0.9773
C 2.2833 -2.7748 -2.0618 0.2780
C 1.6597 -3.2994 -3.1797 -1.0321
C 2.4149 -3.8816 -4.2001 0.6602
O 1.7056 -4.3656 -5.2536 -0.4314
C 2.4074 -4.9552 -6.3217 -0.8642
C 3.7946 -3.9267 -4.0906 -0.3356
C 4.4259 -3.4051 -2.9590 0.3475
O 5.7817 -3.5038 -2.9565 -0.4794
C 6.4970 -2.9238 -1.8904 -0.7588
C 3.6745 -2.8355 -1.9425 -0.8460
C 1.7696 -0.8625 -0.4692 -0.2188
N 2.7746 -0.1413 -1.0387 -0.1117
C 3.3203 1.1176 -0.6979 0.4564
O 4.2892 1.4962 -1.3265 -0.7058
N 2.6897 1.7461 0.2944 -0.2022
C 3.0626 3.0465 0.8395 1.4416
C 4.4797 2.9748 1.4156 -1.7351
C 2.9964 4.1031 -0.2667 -1.6923
C 2.0517 3.3615 1.9410 -1.8194
N 1.0929 -0.3227 0.5222 -0.4633
C 0.0629 -0.9827 1.0724 -0.5731
N -0.5745 -0.3830 2.0794 -0.3951
H -6.2725 4.0422 0.2845 0.2696
H -6.7660 2.6821 -0.7250 0.2687
H -7.9153 3.4065 0.3985 0.4248
H -7.0981 1.2925 1.3529 0.3088
H -6.5508 2.6559 2.3327 0.4037
H -5.5382 0.8330 -0.6120 0.3639
H -3.8432 0.7529 -0.1287 0.4569
H -6.0734 -0.8332 1.2247 0.2770
H -4.3454 -0.9682 1.5531 0.0746
H -4.9852 -1.4662 -0.0131 0.4172
H -4.4552 3.5428 1.9151 0.5345
H -3.7814 3.0795 0.3402 0.3034
H -2.4547 1.2797 1.5397 -0.4258
H -2.0120 2.9221 1.9872 0.3229
H -4.0911 1.3825 3.5613 0.2484
H -3.1208 2.7581 4.1021 0.3647
H -1.0618 1.1729 3.8023 0.3002
H -2.1412 0.8726 5.1905 0.4151
H -3.1115 -0.9504 3.9106 0.3240
H -1.8519 -3.7854 0.9127 0.4433
H 0.1320 -3.8167 -0.8250 0.5927
H 0.5885 -3.2534 -3.2909 0.6031
H 3.0853 -4.2406 -6.7988 0.3487
H 2.9753 -5.8314 -5.9936 0.3407
H 1.6478 -5.2650 -7.0375 0.2424
H 4.4223 -4.3564 -4.8528 0.5005
H 6.2667 -3.4127 -0.9383 0.3148
H 6.2969 -1.8509 -1.8084 0.3219
H 7.5488 -3.0767 -2.1260 0.2513
H 4.1430 -2.4717 -1.0418 0.5974
H 3.2449 -0.5725 -1.8260 0.3501
H 1.9046 1.2354 0.7058 0.7101
H 4.7677 3.9360 1.8325 0.4238
H 5.1788 2.7082 0.6279 0.3944
H 4.5300 2.2218 2.1991 0.3837
H 1.9908 4.1547 -0.6779 0.3807
H 3.2667 5.0793 0.1267 0.4238
H 3.6863 3.8397 -1.0633 0.3921
H 1.0445 3.3898 1.5318 0.3896
H 2.2731 4.3266 2.3890 0.4701
H 2.0871 2.6004 2.7168 0.4223



2.
87
Properties=species:S:1:pos:R:3:mulliken_charge:R:1 method="wB97M-V/def2-TZVPD" orbital_gap_ev=5.50 e_tot_ev=-336360.864 total_charge=-1 homo_energy_ev=-3.70 max_force_ev_per_a=3.6 spin_multiplicity=1
Y 0.0462 1.3354 0.3559 1.0091
C 2.2985 1.8565 4.0846 -0.5997
C 0.9935 1.1084 4.3060 -0.9656
N 0.5801 0.2962 3.1583 0.4627
C 1.1664 -1.0382 3.2115 -1.5341
C 0.8154 -1.7848 1.9556 -0.0615
N 1.3924 -1.1473 0.7715 1.7096
C 2.8274 -1.4583 0.7348 -1.2643
C 3.5436 -1.1744 -0.5794 -0.7147
C 3.1545 0.1151 -1.2869 -0.9761
N 2.8357 1.1933 -0.3610 0.3525
C 3.8975 1.5575 0.5656 -0.4594
C 3.5278 2.8662 1.2135 -1.4112
N 2.1726 2.8598 1.7688 1.2007
C 2.1348 3.1001 3.2147 -1.0123
H 3.0643 1.1874 3.6652 0.1343
H 2.6618 2.1776 5.0671 0.4865
H 0.2134 1.8418 4.4906 0.4398
H 1.0743 0.4746 5.1989 0.3756
H -0.4267 0.2033 3.1894 0.0549
H 0.8347 -1.6145 4.0878 0.5588
H 2.2482 -0.9309 3.3104 0.5379
H -0.2560 -1.7784 1.8387 -0.7743
H 1.1398 -2.8328 2.0557 0.4836
H 0.9532 -1.5481 -0.0570 -0.2575
H 2.9794 -2.5208 0.9724 0.4511
H 3.3218 -0.9160 1.5351 0.2684
H 3.3846 -1.9977 -1.2795 0.3685
H 4.6116 -1.1579 -0.3518 0.3797
H 2.2706 -0.0466 -1.9074 0.1183
H 3.9761 0.3856 -1.9592 0.4633
H 2.6304 2.0105 -0.9173 0.1485
H 4.8701 1.6567 0.0625 0.4048
H 4.0051 0.7923 1.3324 0.2311
H 3.5789 3.6546 0.4607 0.3477
H 4.2679 3.1043 1.9820 0.4263
H 1.7361 3.7102 1.3865 -0.6848
H 1.1801 3.5701 3.4290 0.4146
H 2.9083 3.8281 3.4858 0.5259
Se -2.7476 5.3056 -0.6617 -0.6866
Sb -0.7816 4.2492 0.2568 0.6341
Se -1.3755 2.6893 2.1832 -0.6984
Se 0.5207 2.9983 -1.5913 -0.6801
Se 0.8023 5.8864 1.1242 -0.7209
O -1.9964 1.6045 -0.5355 0.0867
S -2.2739 0.8249 -1.7600 0.9005
O -3.5060 0.0739 -1.7383 -0.5806
N -0.9841 -0.0934 -1.9505 0.8350
C -1.1839 -1.1277 -2.9284 0.2912
C -2.0139 -0.9756 -4.0389 -0.0027
C -2.2258 -1.9688 -5.0138 -1.3651
C -1.6097 -3.1771 -4.9410 -0.8592
C -0.7503 -3.4146 -3.8511 0.9180
C -0.1041 -4.6642 -3.7083 -0.5510
C 0.6876 -4.9113 -2.6325 -1.0696
C 0.8438 -3.8752 -1.6898 -0.2675
N 0.2847 -2.6987 -1.7998 0.1540
C -0.5252 -2.4185 -2.8538 -0.9992
C -2.5120 2.0134 -3.0400 -0.2046
C -1.5829 2.2056 -4.0515 0.1861
C -1.8456 3.1455 -5.0348 -1.0437
C -3.0229 3.8853 -4.9915 -0.3803
C -3.9413 3.6871 -3.9687 -0.6464
C -3.6926 2.7446 -2.9814 -0.7562
H -2.5397 -0.0435 -4.1812 0.4421
H -2.8982 -1.7493 -5.8404 0.4030
H -1.7706 -3.9524 -5.6828 0.3518
H -0.2623 -5.4215 -4.4718 0.3784
H 1.1922 -5.8607 -2.4959 0.3993
H 1.4606 -4.0364 -0.8074 0.3444
H -0.6688 1.6283 -4.0621 0.6218
H -1.1224 3.3118 -5.8244 0.3914
H -3.2168 4.6332 -5.7538 0.3691
H -4.8478 4.2860 -3.9206 0.3865
H -4.3886 2.5899 -2.1654 0.4220
S -2.4522 -1.1387 0.9774 -0.0145
C -2.6539 -1.9159 2.4264 -0.1942
N -2.4592 -3.2329 2.6939 -0.1270
C -2.5419 -3.5274 4.1292 -0.4496
C -3.3675 -2.3385 4.6233 -0.5719
N -3.0495 -1.3418 3.5979 -0.0667
H -1.8950 -3.7647 2.0551 0.2879
H -1.5558 -3.5419 4.5944 0.2685
H -3.0352 -4.4763 4.3207 0.3268
H -3.0678 -2.0095 5.6142 0.3076
H -4.4315 -2.5780 4.6360 0.3154
H -3.5062 -0.4471 3.5441 0.2758



3.
75
Properties=species:S:1:pos:R:3:mulliken_spin:R:1 method="wB97M-V/def2-TZVPD" orbital_gap_ev="7.29 / 5.40" e_tot_ev=-46866.439 homo_energy_ev="-7.50 / -7.48" max_force_ev_per_a=1.9 s_squared=2.0768 spin_multiplicity=3
O 5.6153 2.9361 -2.1517 -0.0011
C 6.3518 2.0632 -3.0704 0.0000
C 7.4689 3.0404 -3.3706 0.0000
H 5.7488 1.8166 -3.9495 0.0000
H 6.6964 1.1579 -2.5608 0.0000
C 6.6370 3.9509 -2.4146 -0.0002
H 7.5330 3.3848 -4.4049 0.0000
H 8.4480 2.7516 -2.9834 0.0000
C 6.0854 5.1795 -3.1130 -0.0001
H 5.5650 4.9237 -4.0427 0.0000
H 6.9165 5.8568 -3.3479 0.0000
H 5.4004 5.7100 -2.4438 0.0001
C 7.4035 4.3373 -1.1744 0.0000
H 7.8120 3.4517 -0.6867 0.0000
H 6.7474 4.8704 -0.4850 0.0000
H 8.2211 5.0050 -1.4628 0.0000
Au 2.1418 1.8881 0.6669 0.0739
C 0.4980 -1.1647 2.3677 0.1385
C 0.3544 -1.5993 0.9958 0.2009
C 1.4864 -1.1878 0.2933 -0.0780
H -0.4850 -2.1902 0.6184 0.0114
C 2.2998 -0.3343 1.1627 0.3675
C 1.7541 -0.5752 2.5122 -0.0074
H 2.2747 -0.3181 3.4365 0.0008
H -0.2511 -1.3110 3.1621 -0.0021
H 1.7980 -1.4671 -0.7188 0.0021
H 3.3436 -0.0672 0.9451 0.0039
C -1.2547 1.7363 1.2584 0.0415
C -0.2127 2.6352 1.4759 -0.0219
C 0.3755 3.0079 0.1568 0.2492
H 0.0570 3.0417 2.4542 -0.0022
C -0.4607 2.2839 -0.8367 -0.0446
C -1.3810 1.4906 -0.1545 0.0650
H -2.1223 0.8308 -0.6174 0.0129
H -1.9405 1.3566 2.0202 0.0019
H 0.7494 3.9982 -0.0872 -0.0103
H -0.4000 2.4141 -1.9139 -0.0024
O 2.3467 0.6430 -4.1910 0.0007
C 2.6113 1.3605 -2.9529 0.0135
C 3.6752 0.6259 -2.1437 -0.0030
H 1.6786 1.4511 -2.3587 -0.0114
H 2.9772 2.3810 -3.1652 -0.0003
C 4.2625 -0.4304 -3.1054 -0.0018
H 3.2031 0.1253 -1.3033 -0.0007
H 4.4403 1.3233 -1.7841 -0.0008
C 3.2272 -0.4971 -4.2346 0.0001
H 4.4395 -1.3884 -2.6130 0.0000
H 5.2246 -0.0876 -3.4851 0.0001
H 2.5940 -1.3896 -4.1016 0.0000
H 3.6378 -0.5364 -5.2488 0.0001
C -0.6794 -0.7168 -3.2224 0.0053
Si -2.2128 -1.7599 -2.9155 -0.0280
C -3.6351 -1.1971 -4.0054 0.0223
C -1.8273 -3.5549 -3.3096 0.0138
N -2.6417 -1.5689 -1.2430 0.5018
C -3.4189 -2.1271 -0.3500 0.0098
C -3.3699 -1.6693 1.0175 0.1559
C -4.1431 -2.2542 2.0069 -0.1244
C -5.0030 -3.3183 1.6966 0.2688
C -5.0856 -3.7960 0.3804 -0.1047
C -4.3298 -3.2212 -0.6306 0.2036
H -0.8862 0.1367 -3.8814 -0.0005
H 0.1179 -1.2984 -3.7042 -0.0019
H -0.2708 -0.3172 -2.2861 -0.0001
H -3.4430 -1.4334 -5.0623 0.0004
H -4.5762 -1.6867 -3.7180 0.0021
H -3.7865 -0.1119 -3.9221 0.0019
H -0.7456 -3.7396 -3.2519 0.0018
H -2.3221 -4.2392 -2.6070 0.0002
H -2.1617 -3.8129 -4.3247 0.0009
H -2.6748 -0.8595 1.2481 0.0520
H -4.0714 -1.8821 3.0311 -0.0039
H -5.6010 -3.7795 2.4839 0.0151
H -5.7491 -4.6310 0.1408 -0.0030
H -4.3807 -3.5924 -1.6576 0.0150